A gas-phase ion, C6H5N2O3 (charge +1) at a distorted geometry, computed with ωB97M-V with the def2-TZVPD basis set.

Calculated values
multiplicity	1
LUMO energy	-0.2164	Ha
M	153.1	g mol⁻¹
total charge	+1
HOMO energy	-13.56	eV

Each atom is followed by the atoms it is bonded to, with distances in Å.
Positions of all 16 atoms, in Å:
1 C -1.297 -1.228 0.060  C4 1.268, N7 1.271
2 C 1.803 -1.377 -0.330  C3 1.573, C5 1.279, H12 1.045
3 C 0.708 -2.459 -0.009  C2 1.573, N7 1.225, H13 1.033
4 C -2.302 -0.462 0.157  C1 1.268, N8 1.446
5 C 1.664 -0.163 -0.709  C2 1.279, O11 1.192
6 C 0.952 1.970 0.128  O11 1.485, H14 1.027, H15 1.182, H16 1.051
7 N -0.486 -2.206 0.102  C1 1.271, C3 1.225
8 N -2.927 0.841 0.123  C4 1.446, O9 1.187, O10 1.208
9 O -4.061 0.991 -0.195  N8 1.187
10 O -2.136 1.719 0.376  N8 1.208
11 O 1.388 0.982 -0.891  C5 1.192, C6 1.485
12 H 2.698 -1.868 -0.106  C2 1.045
13 H 1.260 -3.318 0.143  C3 1.033
14 H 0.101 2.418 -0.231  C6 1.027
15 H 1.914 2.628 0.327  C6 1.182
16 H 0.721 1.532 1.055  C6 1.051